ORCA calculation (ωB97M-V/def2-TZVPD) on a 4-piece molecular cluster, C53H41NO9 overall.

Molar mass ... 835.91 g/mol
Frontier orbital gap ... 0.3110 Ha
Max |F| ... 0.58 eV/Å
Energy ... -75546.2128 eV
LUMO energy ... -1.1959 eV

ORCA input file:
```
! RIJCOSX wB97M-V def2-TZVPD def2/J DEFGRID3
* xyz 0 1
O 1.9593 -0.6976 7.9551
C 1.6628 -1.1026 6.8520
C 0.2826 -0.9336 6.3135
C -0.6673 -0.2778 7.0861
C -1.9489 -0.0946 6.5962
C -2.2886 -0.5651 5.3321
C -1.3482 -1.2253 4.5606
C -0.0606 -1.4133 5.0480
C 0.9313 -2.1376 4.2051
O 0.6190 -2.5824 3.1196
C 2.3160 -2.2904 4.7331
C 3.2679 -2.9373 3.9550
C 4.5644 -3.0731 4.4200
C 4.9161 -2.5636 5.6653
C 3.9702 -1.9242 6.4480
C 2.6673 -1.7862 5.9869
H -0.3905 0.0850 8.0661
H -2.6874 0.4169 7.1990
H -3.2898 -0.4158 4.9504
H -1.6012 -1.6018 3.5790
H 2.9817 -3.3306 2.9896
H 5.3045 -3.5767 3.8126
H 5.9310 -2.6675 6.0251
H 4.2302 -1.5281 7.4196
O 4.8767 -2.6964 -2.8467
C 3.9551 -1.9743 -3.1629
C 3.8884 -1.3613 -4.5210
C 4.8891 -1.6513 -5.4402
C 4.8397 -1.1031 -6.7102
C 3.7907 -0.2629 -7.0686
C 2.7944 0.0349 -6.1548
C 2.8396 -0.5110 -4.8784
C 1.7662 -0.1606 -3.9044
O 0.8789 0.6104 -4.2008
C 1.8267 -0.7830 -2.5513
C 0.8350 -0.4782 -1.6271
C 0.8720 -1.0453 -0.3655
C 1.8921 -1.9252 -0.0206
C 2.8870 -2.2265 -0.9355
C 2.8610 -1.6548 -2.2022
H 5.6979 -2.3072 -5.1496
H 5.6193 -1.3303 -7.4252
H 3.7525 0.1607 -8.0633
H 1.9777 0.6922 -6.4183
H 0.0475 0.2098 -1.9033
H 0.1025 -0.8049 0.3570
H 1.9061 -2.3718 0.9655
H 3.6912 -2.9016 -0.6783
O 4.6578 6.8010 -1.5057
C 3.8685 5.9679 -1.1144
C 3.9979 4.5366 -1.5105
C 5.0571 4.1541 -2.3242
C 5.2041 2.8262 -2.6876
C 4.2933 1.8749 -2.2404
C 3.2313 2.2521 -1.4368
C 3.0796 3.5821 -1.0695
C 1.9187 3.9630 -0.2161
O 1.0971 3.1397 0.1290
C 1.8026 5.3900 0.1998
C 0.7492 5.7684 1.0226
C 0.6314 7.0852 1.4322
C 1.5654 8.0306 1.0220
C 2.6139 7.6604 0.1978
C 2.7364 6.3407 -0.2177
H 5.7586 4.9034 -2.6633
H 6.0304 2.5285 -3.3196
H 4.4171 0.8367 -2.5200
H 2.5134 1.5234 -1.0881
H 0.0308 5.0236 1.3350
H -0.1894 7.3782 2.0732
H 1.4731 9.0585 1.3466
H 3.3439 8.3866 -0.1314
C -2.4400 -2.9946 0.9575
C -2.3187 -2.9998 -0.5619
C -3.5006 -2.2877 -1.2292
C -3.3274 -0.7557 -1.2409
C -4.6256 0.0115 -1.0280
C -5.6666 -0.1913 -2.1600
C -7.0236 -0.4672 -1.6223
C -7.7218 -1.6059 -1.5198
C -7.3617 -2.9632 -2.0331
N -7.8959 -4.0622 -1.2247
C -9.0060 -1.2781 -0.8328
O -9.9310 -1.9628 -0.5287
O -8.9940 0.0830 -0.5361
C -7.8306 0.6216 -1.0150
O -7.5711 1.7885 -0.9478
H -1.5555 -3.4116 1.4362
H -3.3184 -3.5585 1.2779
H -2.5801 -1.9705 1.3183
H -2.3006 -4.0367 -0.9062
H -1.3828 -2.5272 -0.8618
H -3.6474 -2.6525 -2.2465
H -4.4004 -2.5170 -0.6470
H -2.8483 -0.4321 -2.1673
H -2.6535 -0.4873 -0.4216
H -5.0534 -0.3109 -0.0738
H -4.4162 1.0757 -0.9255
H -5.7130 0.7362 -2.7337
H -5.3636 -0.9823 -2.8447
H -6.2739 -3.0066 -2.1415
H -7.7820 -3.0509 -3.0416
H -7.8403 -3.8541 -0.2359
H -7.3473 -4.8964 -1.3878
*
```

ORCA calculation (ωB97M-V/def2-TZVPD) on one molecule with the formula C7H8Br2.

Molar mass ... 251.95 g/mol
Frontier orbital gap (alpha / beta) ... 0.2690 / 0.3155 Ha
Max |F| ... 3.76 eV/Å
Energy ... -147466.6446 eV
LUMO energy (alpha / beta) ... -0.9270 / -0.0255 eV
Energy above the lowest of the compared OMol25 structures with the same formula, charge and spin ... 509.0 kJ/mol

ORCA input file:
```
! RIJCOSX wB97M-V def2-TZVPD def2/J DEFGRID3
* xyz 0 1
C -0.4447 -1.3381 -1.3285
C -0.9871 -1.8860 -0.0013
C -1.2174 0.8813 -0.0948
C 1.5422 1.3464 -0.1494
C -1.3483 -0.5706 -0.5114
C 0.1127 1.2913 0.4712
C 1.2009 1.0259 1.3319
Br 1.7081 -0.7974 1.7247
Br 1.4497 2.2843 2.8494
H 0.6248 -1.1610 -1.3189
H -0.7766 -1.8659 -2.1512
H -1.6852 -2.6155 -0.1078
H -0.5057 -1.9367 0.9025
H -1.4219 1.7043 -0.9598
H -1.9260 0.8115 0.6821
H 1.8535 0.5547 -0.7422
H 1.8209 2.2717 -0.5965
*
```

ORCA calculation (ωB97M-V/def2-TZVPD) on one molecule with the formula C5H5N3O.

Molar mass ... 123.11 g/mol
Frontier orbital gap ... 0.3623 Ha
Max |F| ... 2.64 eV/Å
Energy ... -11779.7924 eV
LUMO energy ... 0.0175 eV
Energy above the lowest of the compared OMol25 structures with the same formula, charge and spin ... 379.0 kJ/mol

ORCA input file:
```
! RIJCOSX wB97M-V def2-TZVPD def2/J DEFGRID3
* xyz 0 1
C 1.4934 0.9363 1.2364
C 0.8536 0.2014 0.1047
N 1.6248 -0.2156 -0.8460
O 0.8556 -0.9577 -1.7906
C -0.3946 -0.8487 -1.3760
N -1.4507 -0.9000 -2.0752
N -2.5128 -0.4567 -1.1690
C -1.9516 0.0021 -0.1256
C -0.4758 -0.3910 0.0435
H 0.7458 1.6434 1.6793
H 1.8680 0.2729 2.0156
H 2.3607 1.5934 0.9191
H -2.5677 0.4321 0.6617
H -0.4487 -1.3120 0.7221
*
```

ORCA calculation (ωB97M-V/def2-TZVPD) on C6H18ClInN2O3P as an isolated structure.

Molar mass ... 347.47 g/mol
Frontier orbital gap ... 0.2427 Ha
Max |F| ... 0.38 eV/Å
Energy ... -42622.9776 eV
LUMO energy ... 2.8885 eV
Energy above the lowest of the compared OMol25 structures with the same formula, charge and spin ... 0.0 kJ/mol

ORCA input file:
```
! RIJCOSX wB97M-V def2-TZVPD def2/J DEFGRID3
* xyz -1 1
O -1.3971 -1.2721 -1.5794
P 0.1993 -1.2207 -1.0186
Cl -0.0886 -2.3675 0.7450
In 0.4534 1.1832 -0.0619
H -1.3692 -1.4402 -2.5261
H 0.6021 2.0809 -1.5810
H -0.9655 1.6411 0.8562
H 1.9195 1.1576 0.8714
C 4.4763 3.5415 -0.8243
C 4.8464 2.1925 -0.2503
O 4.8018 1.9696 0.9431
N 5.1885 1.2071 -1.1302
C 5.2403 1.2766 -2.5685
H 4.2141 4.1830 0.0117
H 5.3025 3.9848 -1.3836
H 3.6146 3.4541 -1.4879
H 5.3718 0.3230 -0.6828
H 4.5265 0.5896 -3.0286
H 6.2385 1.0419 -2.9487
H 4.9877 2.2804 -2.8990
C -3.8714 -2.0766 0.5453
C -5.3133 -1.7250 0.7939
O -6.0413 -1.2389 -0.0563
N -5.8090 -1.9804 2.0444
C -5.1099 -2.5323 3.1794
H -3.6037 -1.7993 -0.4689
H -3.2036 -1.5405 1.2213
H -3.6939 -3.1444 0.6844
H -6.7775 -1.7248 2.1520
H -5.5650 -3.4674 3.5165
H -5.0956 -1.8352 4.0209
H -4.0787 -2.7416 2.9102
*
```

ORCA calculation (ωB97M-V/def2-TZVPD) on one molecule with the formula C4H7OP.

Molar mass ... 102.07 g/mol
Frontier orbital gap ... 0.3225 Ha
Max |F| ... 4.94 eV/Å
Energy ... -15595.5528 eV
LUMO energy ... -0.4917 eV
Energy above the lowest of the compared OMol25 structures with the same formula, charge and spin ... 181.8 kJ/mol

ORCA input file:
```
! RIJCOSX wB97M-V def2-TZVPD def2/J DEFGRID3
* xyz 0 1
C 0.0096 0.3637 -1.4302
C 0.0994 0.1929 0.2513
P 1.1566 1.4034 1.1828
O 1.5257 2.5513 0.3340
C -1.1214 -0.4478 0.8052
C 0.2038 -1.2192 0.7937
H 0.8372 -0.2772 -1.8277
H 0.3504 1.2996 -1.5077
H -1.0366 0.1640 -1.8767
H -1.8063 -0.8150 0.0916
H -1.5270 -0.1318 1.6702
H 0.8959 -1.2887 1.5727
H 0.4127 -1.7952 -0.0591
*
```

ORCA calculation (ωB97M-V/def2-TZVPD) on one molecule with the formula C5H8N2.

Molar mass ... 96.13 g/mol
Frontier orbital gap ... 0.3335 Ha
Max |F| ... 0.38 eV/Å
Energy ... -8290.9601 eV
LUMO energy ... 0.9840 eV
Energy above the lowest of the compared OMol25 structures with the same formula, charge and spin ... 389.4 kJ/mol

ORCA input file:
```
! RIJCOSX wB97M-V def2-TZVPD def2/J DEFGRID3
* xyz 0 1
C 2.1409 1.5532 1.3469
N 1.3568 0.8347 0.3737
C 0.6462 -0.1502 0.7325
N 0.1176 -1.0065 -0.2567
C -0.0779 -0.2923 -1.5420
C -1.1547 -0.7171 -1.0008
C -2.5452 -1.2020 -0.9831
H 1.9005 2.6195 1.2981
H 2.0126 1.2053 2.3822
H 3.1994 1.4545 1.0790
H 0.5309 -0.4908 1.7698
H 0.5676 0.2180 -2.2329
H -2.5362 -2.2841 -0.8134
H -3.1490 -0.7364 -0.1999
H -3.0093 -1.0059 -1.9535
*
```